1.
The following is a quantum chemistry calculation of a cluster of 2 separate species, C9H14 in total at a distorted geometry, from the OMol25 dataset.

Structure (XYZ):
```
23
Properties=species:S:1:pos:R:3:forces:R:3
C 0.244 2.082 -0.687 2.705 -0.169 0.130
C 0.547 0.646 -1.069 1.383 0.051 0.789
C 1.458 0.376 -2.082 -0.554 -2.304 -0.349
C 2.040 -0.942 -2.254 -2.388 3.838 2.448
C 1.855 -1.852 -1.279 -0.627 -4.301 1.070
C 0.839 -1.669 -0.314 -0.539 0.598 1.098
C 0.228 -0.412 -0.200 -0.110 -0.837 0.130
H -0.770 2.263 -0.617 -2.267 0.524 0.170
H 0.710 2.787 -1.430 -0.481 -0.614 0.832
H 0.705 2.249 0.343 -0.542 0.035 -1.376
H 1.530 1.061 -2.899 0.494 0.608 -0.212
H 2.464 -1.098 -3.147 2.162 -0.878 -2.821
H 2.302 -2.934 -1.328 -0.663 2.265 -0.112
H 0.456 -2.445 0.438 1.122 0.929 -1.393
H -0.516 -0.305 0.601 0.331 0.238 -0.466
C -2.475 0.124 2.508 -0.579 -2.472 0.415
C -3.102 0.920 3.613 1.950 -1.253 3.153
H -3.044 -0.908 2.603 1.865 1.472 -0.471
H -2.805 0.496 1.560 0.219 0.346 -0.803
H -1.338 0.070 2.576 -1.656 -0.217 -0.116
H -2.579 1.877 3.717 -0.982 0.313 -0.220
H -2.712 0.377 4.645 -1.510 1.220 -2.267
H -4.203 0.875 3.528 0.668 0.608 0.370
```
Positions in Å, forces in eV/Å.

Properties
**Relative energy (zero: lowest compared OMol25 entry of this formula, charge and spin)**: 41.70 kcal per mole
**DFT total energy**: -9558.3732 eV
**Highest occupied orbital energy**: -0.3317 hartree
**Frontier orbital gap**: 9.96 eV

natural (NBO) atomic charge list, values in e, 8 entries: atom 1 (C): -0.62, atom 2 (C): -0.01, atom 3 (C): -0.21, atom 4 (C): -0.21, atom 5 (C): -0.22, atom 6 (C): -0.20, atom 7 (C): -0.22, atom 8 (H): 0.21



2.
The following is a quantum chemistry calculation of a cluster of 2 separate species, C9H14 in total at a distorted geometry, from the OMol25 dataset.

Structure (XYZ):
```
23
Properties=species:S:1:pos:R:3:forces:R:3
C -1.543 -0.201 0.982 0.842 -0.473 0.556
C -0.110 -0.648 0.815 0.616 -0.214 0.266
C 0.413 -0.892 -0.454 -0.395 0.929 0.219
C 1.730 -1.309 -0.634 -1.612 -1.607 0.327
C 2.402 -1.809 0.483 0.635 0.577 -1.178
C 1.973 -1.481 1.753 -0.336 0.251 0.166
C 0.733 -0.871 1.906 -0.366 -0.113 -0.166
H -2.137 -1.051 1.332 -0.203 0.057 -0.542
H -1.826 0.211 0.024 -0.731 -0.050 0.178
H -1.638 0.523 1.792 0.072 0.315 -0.247
H -0.288 -0.718 -1.269 0.483 0.003 -0.269
H 2.004 -1.587 -1.640 0.473 0.140 -0.046
H 3.252 -2.439 0.256 0.398 0.259 0.500
H 2.595 -1.652 2.619 -0.049 -0.337 0.068
H 0.330 -0.649 2.882 0.200 0.080 0.304
C -1.857 2.403 -1.230 -0.026 0.698 -0.676
C -2.119 3.048 -2.618 -0.737 0.086 1.396
H -1.735 3.161 -0.457 0.209 -0.012 -0.006
H -2.722 1.819 -0.919 0.297 -0.349 -0.130
H -0.942 1.829 -1.340 -0.039 -0.312 0.616
H -1.809 4.092 -2.608 0.450 -0.138 -0.392
H -1.652 2.440 -3.387 -0.182 0.332 -0.289
H -3.204 3.097 -2.707 0.001 -0.121 -0.655
```
Positions in Å, forces in eV/Å.

Properties
**Relative energy (zero: lowest compared OMol25 entry of this formula, charge and spin)**: 17.11 kcal per mole
**DFT total energy**: -9559.4396 eV
**Highest occupied orbital energy**: -0.3269 hartree
**Frontier orbital gap**: 9.90 eV

natural (NBO) atomic charge list, values in e, 8 entries: atom 1 (C): -0.64, atom 2 (C): -0.02, atom 3 (C): -0.21, atom 4 (C): -0.21, atom 5 (C): -0.21, atom 6 (C): -0.22, atom 7 (C): -0.20, atom 8 (H): 0.22



3.
The following is a quantum chemistry calculation of a cluster of 2 separate species, C9H14 in total at a distorted geometry, from the OMol25 dataset.

Structure (XYZ):
```
23
Properties=species:S:1:pos:R:3:forces:R:3
C -1.959 0.456 2.223 0.401 -0.026 0.602
C -0.470 0.298 2.007 -0.571 0.120 -0.081
C 0.129 1.042 0.995 0.467 -0.685 -0.144
C 1.476 0.847 0.714 0.118 0.023 -0.250
C 2.223 -0.067 1.443 -0.009 0.158 0.228
C 1.631 -0.736 2.502 -0.326 -0.520 0.304
C 0.276 -0.604 2.767 -0.184 1.317 -0.324
H -2.255 1.504 2.209 -0.052 -0.011 -0.279
H -2.257 0.077 3.202 0.018 -0.127 -0.055
H -2.487 -0.111 1.467 -0.320 0.037 -0.191
H -0.475 1.667 0.352 -0.019 0.269 0.128
H 1.964 1.393 -0.087 -0.149 -0.002 -0.002
H 3.268 -0.238 1.217 -0.019 0.100 0.012
H 2.203 -1.388 3.139 0.297 -0.192 -0.006
H -0.245 -1.032 3.613 0.342 -0.468 0.026
C -0.257 0.184 -3.966 0.186 -0.146 -0.506
C -0.505 -0.954 -2.985 -0.171 -0.038 0.786
H 0.225 1.037 -3.491 -0.088 0.056 -0.016
H 0.395 -0.138 -4.775 0.173 -0.016 -0.042
H -1.163 0.514 -4.474 -0.095 0.138 0.268
H -0.374 -0.618 -1.953 -0.037 0.052 -0.039
H -1.524 -1.338 -3.031 0.055 -0.080 -0.177
H 0.181 -1.795 -3.088 -0.017 0.040 -0.243
```
Positions in Å, forces in eV/Å.

Properties
**Relative energy (zero: lowest compared OMol25 entry of this formula, charge and spin)**: 6.68 kcal per mole
**DFT total energy**: -9559.8919 eV
**Highest occupied orbital energy**: -0.3327 hartree
**Frontier orbital gap**: 10.05 eV

natural (NBO) atomic charge list, values in e, 8 entries: atom 1 (C): -0.63, atom 2 (C): -0.01, atom 3 (C): -0.22, atom 4 (C): -0.20, atom 5 (C): -0.23, atom 6 (C): -0.20, atom 7 (C): -0.22, atom 8 (H): 0.22